[1]
An isolated molecule of C4H6O6 in a non-equilibrium geometry. Source: OMol25; level of theory: the ωB97M-V functional and the def2-TZVPD basis.

Calculated values
SMILES: O=C(O)C(O)(O)/C(O)=C\O

Positions of all 16 atoms, in Å:
1 C 0.59 0.72 1.65
2 H -1.06 -2.10 -1.01
3 O -1.06 1.75 0.42
4 C -0.33 -0.46 -0.24
5 H 1.66 0.06 2.93
6 H -0.96 2.50 1.01
7 O 1.29 1.54 1.14
8 O 1.00 1.30 -1.32
9 C 0.48 0.08 -1.17
10 O -0.89 -1.72 -0.18
11 C -0.76 0.44 0.93
12 H 1.11 -0.57 -1.67
13 O -1.74 -0.07 1.77
14 H 0.49 1.82 -0.71
15 H -2.39 -0.59 1.29
16 O 0.75 -0.12 2.63

[2]
An isolated molecule of C4H6OS in a non-equilibrium geometry. Source: OMol25; level of theory: the ωB97M-V functional and the def2-TZVPD basis.

Calculated values
SMILES: C=C(C=S)OC

Positions of all 12 atoms, in Å:
1 H -1.64 -0.04 -1.58
2 C -0.54 0.21 0.09
3 O 0.39 0.94 -0.67
4 C -0.08 0.26 1.59
5 H -2.70 -0.48 0.01
6 C -1.73 -0.26 -0.55
7 S -0.97 -0.39 2.75
8 H 2.33 0.41 -1.24
9 H 0.94 0.60 1.84
10 H 1.63 -0.53 0.25
11 C 1.36 -0.05 -0.79
12 H 1.00 -0.68 -1.71

[3]
An isolated molecule of C4H6OS in a non-equilibrium geometry. Source: OMol25; level of theory: the ωB97M-V functional and the def2-TZVPD basis.

Calculated values
SMILES: C1OC[C@H]2S[C@@H]12

Positions of all 12 atoms, in Å:
1 H 1.95 -0.76 -0.85
2 H 1.60 -1.21 0.84
3 C 0.74 0.77 0.30
4 H -1.37 1.42 0.69
5 H -1.72 -0.79 0.71
6 C -1.17 -0.58 -0.19
7 H -1.88 -0.76 -1.03
8 O -0.03 -1.31 -0.51
9 C 1.15 -0.67 -0.06
10 S 0.24 1.75 -1.16
11 H 1.20 1.32 1.14
12 C -0.70 0.83 0.12

The calculation returns the following gap between HOMO and LUMO values, one per record and in order: 0.3276, 0.2967, 0.3589 hartree.
The calculation returns the following total energy values, one per record and in order: -607.405816, -629.311291, -629.392388 Ha.
The calculation returns the following ΔE to the lowest compared entry with this formula, charge and spin values, one per record and in order: 60.0, 356.7, 143.8 kJ/mol.